Below is a molecular structure, C26H24N5NdOPS3 at a distorted geometry, with properties calculated with ωB97M-V/def2-TZVPD.

XYZ file:
```
61
Properties=species:S:1:pos:R:3:forces:R:3:mulliken_charge:R:1
Nd -0.6675 0.8204 1.3415 -0.4 -0.9 0.6 0.78
O -0.8137 3.8030 1.6632 -0.8 0.4 -1.8 -0.44
N -0.2131 3.0491 0.6054 1.2 0.9 -1.2 0.12
C 0.0369 3.7413 -0.4770 -0.3 -0.9 1.5 -0.68
C 0.5280 3.3010 -1.8095 -0.5 0.3 -0.8 0.78
C 0.3193 4.2746 -2.8453 -0.5 1.0 2.8 -0.55
C 0.5619 3.9839 -4.1648 -0.1 -0.4 -0.6 -0.91
C 1.0238 2.7357 -4.4939 1.2 -1.3 2.3 -0.62
C 1.3252 1.7711 -3.4943 -1.1 0.9 -1.1 -0.28
C 1.0195 2.0199 -2.1902 -0.1 -0.3 2.0 0.41
P 1.2011 0.5942 -0.9427 -0.2 0.6 -0.6 0.81
C 2.9665 0.5210 -0.5379 1.0 1.4 -0.1 0.52
C 3.8583 1.5781 -0.8591 -1.2 0.0 -0.6 -0.35
C 5.1393 1.5699 -0.3821 0.7 -0.7 1.0 -0.84
C 5.5716 0.5741 0.4961 -1.4 -0.4 0.2 -0.52
C 4.7040 -0.4500 0.8715 0.3 0.1 -0.4 -0.87
C 3.4394 -0.4727 0.3075 -1.4 -1.0 0.6 0.09
C 0.8884 -0.8847 -1.9308 -0.2 -1.3 -1.5 0.47
C 1.9595 -1.5516 -2.6155 -0.1 2.2 1.6 -0.25
C 1.7453 -2.6271 -3.4188 0.2 -0.4 -0.8 -0.61
C 0.4517 -3.1287 -3.6324 1.2 0.2 0.2 -0.70
C -0.5672 -2.5307 -2.9708 -2.3 1.3 0.6 -0.53
C -0.4128 -1.3857 -2.1890 0.4 1.3 1.4 -0.26
H -0.3399 3.7070 2.4914 0.8 -0.6 0.2 0.34
H -0.2206 4.7759 -0.3475 0.0 0.6 -0.3 0.40
H -0.0619 5.2905 -2.4609 0.6 -1.6 -1.1 0.26
H 0.3704 4.6250 -4.9990 -0.2 0.8 0.1 0.43
H 1.3403 2.4161 -5.4349 -0.1 0.1 -1.8 0.48
H 1.6065 0.7804 -3.8007 0.4 -0.2 -0.1 0.42
H 3.5527 2.4421 -1.4668 0.0 -0.6 0.2 0.33
H 5.8255 2.3578 -0.5776 0.3 0.6 -0.4 0.43
H 6.4810 0.6246 1.0338 1.1 0.2 0.0 0.41
H 5.0235 -1.2062 1.5965 -0.3 0.3 -0.3 0.42
H 2.7006 -1.2380 0.6186 0.8 0.3 -0.2 0.12
H 2.9632 -1.0744 -2.5268 -0.7 -0.8 0.0 0.37
H 2.6490 -2.9575 -3.9123 -0.3 -0.6 -0.3 0.42
H 0.2069 -3.9088 -4.3117 0.3 -0.7 -0.4 0.44
H -1.6190 -2.8076 -3.0890 0.5 -0.4 -0.3 0.40
H -1.3217 -0.8358 -1.7613 1.3 -1.0 -0.6 0.22
S 0.6237 1.4273 3.5579 -0.1 -0.9 0.5 -0.37
C -0.2446 -0.0801 4.0650 -0.1 2.3 0.3 0.50
C -1.0456 0.1175 5.2677 2.8 -1.1 -4.0 -0.12
N -1.6665 0.0948 6.1984 -2.4 0.3 3.5 -0.40
C -0.3051 -1.2282 3.3649 -0.3 -0.9 -1.2 0.71
S 0.3538 -1.6111 1.7610 0.2 0.4 0.1 -0.44
C -1.0530 -2.3793 3.7823 0.9 1.3 0.3 -0.14
N -1.4199 -3.4195 4.0599 -1.1 -1.4 0.4 -0.54
C -5.0866 -0.2991 3.3986 0.1 -0.2 -1.8 -0.92
N -4.3868 -1.4190 2.7432 -0.3 0.2 1.0 -0.20
C -3.7477 -1.4336 1.5827 0.3 1.6 0.4 0.37
S -3.2847 0.0141 0.7051 -0.6 -0.2 0.4 -0.43
N -3.4404 -2.5834 1.0630 0.2 -1.3 0.1 -0.04
C -3.7914 -3.8448 1.6440 -0.6 -1.5 0.5 -1.08
H -4.5099 0.6046 3.3042 0.4 0.3 0.6 0.30
H -5.3483 -0.6192 4.3898 0.1 0.2 0.4 0.31
H -5.9697 -0.1173 2.7981 -0.5 0.1 0.2 0.38
H -4.4603 -2.2460 3.3264 0.3 -0.3 -0.8 0.32
H -2.7407 -2.6793 0.3588 0.3 0.8 -0.4 0.25
H -4.8895 -3.9753 1.7420 0.5 0.4 0.0 0.36
H -3.3057 -4.0653 2.6428 -0.3 0.2 -1.2 0.34
H -3.5032 -4.5554 0.8613 0.1 -0.3 0.7 0.36
```
Forces are in eV/Å.

Its total charge is +1. The gap between HOMO and LUMO (alpha / beta) comes out at 7.158 / 7.187 eV. The calculation puts the LUMO energy (alpha / beta) at -3.907 / -3.887 eV. As for the energy: -93914.5172 eV. For the highest occupied orbital energy (alpha / beta), the calculation gives -11.1 / -11.1 eV. The spin multiplicity is 4. Its energy relative to the best compared isomer or geometry (same formula, charge and spin) is 99.2 kJ/mol. As for the expectation value of S²: 3.7554.

=====

Below is a gas-phase ion, C8H15N2O2S (charge +1) at a distorted geometry, with properties calculated with ωB97M-V/def2-TZVPD.

XYZ file:
```
28
Properties=species:S:1:pos:R:3:forces:R:3:mulliken_charge:R:1
C 0.2762 2.7875 -0.0524 1.6 -0.4 -0.2 0.66
C -1.2389 -0.3770 -0.4107 -0.9 0.7 0.3 0.68
C -0.7570 0.4923 0.7657 3.3 -0.4 -1.8 -0.49
C 1.4428 0.6329 0.6641 -3.9 2.5 0.3 0.54
C 1.7841 0.8733 2.1107 1.1 -2.2 1.8 -1.15
C 2.0600 -0.4101 -0.1463 1.2 0.5 -2.1 -1.49
C -1.8258 -3.7829 -1.0726 -5.9 1.1 0.0 -0.98
C -2.5237 -2.3652 -1.0528 0.4 -0.4 1.8 -0.35
N 1.2663 1.8716 -0.0233 0.3 2.8 -1.4 -0.15
N 0.4205 4.0430 -0.6221 -4.7 -1.3 2.2 -0.48
O -1.2230 0.0166 -1.5604 0.5 -0.1 0.9 -0.58
O -1.7962 -1.4942 0.0276 -0.3 -0.8 -1.6 -0.35
S -1.1803 2.1911 0.5874 -1.0 0.2 0.4 -0.14
H -0.6251 0.1023 1.7367 -0.8 -0.4 1.0 0.65
H 1.6009 -0.1630 2.6982 -0.1 2.6 -1.0 0.33
H 1.2798 1.7913 2.5385 0.3 -1.4 -0.4 0.29
H 2.9115 0.9821 2.2995 -1.4 0.1 -0.7 0.39
H 3.1988 -0.4141 -0.1747 -1.4 0.3 0.1 0.38
H 1.6477 -0.5140 -1.1927 0.4 0.4 1.2 0.34
H 1.7592 -1.2264 0.3909 -0.3 -2.9 1.0 0.47
H -2.5754 -4.4177 -1.7495 1.9 0.9 1.7 0.31
H -0.9133 -3.7142 -1.4797 3.3 0.1 -1.7 0.35
H -1.7737 -4.0821 -0.0284 -0.1 -0.5 -0.2 0.30
H -3.5297 -2.3969 -0.6167 0.4 -0.4 0.1 0.31
H -2.6726 -1.8175 -1.9779 0.9 0.0 -0.1 0.37
H 2.0234 2.1456 -0.6087 0.9 0.1 -0.5 0.26
H 1.2700 4.4654 -0.7241 3.0 0.8 -0.3 0.24
H -0.3066 4.7804 -0.3263 1.2 -1.9 -0.9 0.29
```
Forces are in eV/Å.

Its total charge is +1. The gap between HOMO and LUMO (alpha / beta) comes out at 8.947 / 8.946 eV. The calculation puts the LUMO energy (alpha / beta) at -4.117 / -4.117 eV. As for the energy: -26440.7365 eV. For the highest occupied orbital energy (alpha / beta), the calculation gives -13.1 / -13.1 eV. Its energy relative to the best compared isomer or geometry (same formula, charge and spin) is 74.2 kJ/mol.

=====

Below is C5H6N6 in the gas phase at a distorted geometry, with properties calculated with ωB97M-V/def2-TZVPD.

XYZ file:
```
17
Properties=species:S:1:pos:R:3:forces:R:3:mulliken_charge:R:1
N 2.7712 -1.2248 -0.1316 -2.0 -0.2 0.7 -0.57
N 2.3525 0.1202 0.0767 -0.2 -0.2 -0.6 -0.53
C 1.1031 0.3830 -0.0374 0.4 -0.6 0.5 0.03
N 0.7938 1.7514 0.0139 -0.3 -0.7 -0.2 0.32
N -0.3886 2.3259 0.0307 -0.3 1.5 0.1 -0.95
C -1.4744 1.6474 0.0098 -0.3 -0.8 -0.3 -0.52
C -1.3394 0.2150 -0.0697 0.4 0.6 0.2 0.18
N -2.2629 -0.7760 -0.0037 -1.1 0.5 0.3 -0.04
C -1.5589 -1.9214 0.0601 -1.4 -2.3 -0.3 -0.33
N -0.2739 -1.7817 -0.0027 0.3 -0.2 0.1 -0.65
C -0.1190 -0.4384 -0.0779 0.7 1.7 -0.1 1.28
H 3.6159 -1.3477 0.4004 0.2 0.0 0.2 0.26
H 2.0230 -1.8298 0.2909 1.1 0.2 -0.6 0.25
H 1.5941 2.3466 -0.0446 0.2 0.5 0.1 0.32
H -2.4524 2.1521 0.0150 0.7 -0.1 0.0 0.35
H -3.2842 -0.6752 0.0954 1.1 -0.1 -0.2 0.21
H -2.1092 -2.8647 0.0495 0.4 0.2 0.2 0.40
```
Forces are in eV/Å.

Its total charge is 0. The gap between HOMO and LUMO comes out at 7.766 eV. The calculation puts the LUMO energy at 0.541 eV. As for the energy: -14221.2369 eV. For the highest occupied orbital energy, the calculation gives -7.2 eV. Its energy relative to the best compared isomer or geometry (same formula, charge and spin) is 244.6 kJ/mol.